{"formula": "C21H36BrN3O4P", "method": "wB97M-V/def2-TZVPD", "species": ["Br", "P", "O", "O", "O", "O", "N", "N", "N", "C", "C", "C", "C", "C", "C", "C", "C", "C", "C", "C", "C", "C", "C", "C", "C", "C", "C", "C", "C", "C", "H", "H", "H", "H", "H", "H", "H", "H", "H", "H", "H", "H", "H", "H", "H", "H", "H", "H", "H", "H", "H", "H", "H", "H", "H", "H", "H", "H", "H", "H", "H", "H", "H", "H", "H", "H"], "coordinates": [[-0.83, 4.52, 4.06], [-2.02, 1.58, 2.94], [1.47, 4.41, 0.54], [-1.90, 0.83, 4.33], [2.03, 4.55, 2.88], [0.59, 1.82, 3.11], [3.68, -2.69, -0.35], [-1.72, -5.01, -0.55], [-0.46, 2.25, 2.39], [1.05, 4.26, 1.80], [-0.48, 3.76, 2.23], [1.92, 0.93, 0.22], [-2.62, -5.75, -1.27], [-2.16, -0.67, -0.88], [1.05, 0.49, 2.69], [-1.66, 4.34, 1.25], [-1.01, -5.00, -2.65], [5.88, -2.96, -0.51], [5.39, -2.49, -1.75], [3.07, 1.71, -0.69], [2.41, 0.54, 1.73], [4.03, -2.32, -1.62], [4.80, -3.07, 0.34], [-1.59, 3.82, -0.31], [-3.75, -0.55, -0.49], [-2.89, 2.82, -0.64], [-2.60, 1.84, -1.96], [-1.54, 0.64, -1.65], [-0.74, -4.55, -1.38], [-2.21, -5.76, -2.58], [-3.48, -6.20, -0.79], [-0.62, 3.21, -0.57], [1.00, 1.68, 0.26], [-1.02, 0.24, -2.65], [-4.09, -1.64, -0.15], [2.74, -2.67, 0.02], [-3.58, 1.44, -2.46], [-2.44, 0.60, 1.93], [2.82, -0.58, 1.70], [4.73, -3.39, 1.37], [3.29, -1.98, -2.33], [0.23, -0.05, 2.02], [-2.76, 4.15, 1.62], [-3.02, 2.12, 0.29], [-0.69, 1.07, -0.97], [5.98, -2.29, -2.64], [0.07, -3.94, -1.00], [-4.46, -0.28, -1.40], [-3.83, 3.49, -0.86], [-1.67, 4.79, -0.99], [-1.77, -4.84, 0.45], [2.47, 2.25, -1.56], [-2.03, -1.62, -1.58], [6.91, -3.20, -0.26], [-1.53, -0.84, 0.12], [-0.42, -4.80, -3.54], [1.23, -0.24, 3.62], [1.53, -0.04, -0.35], [-3.99, 0.16, 0.41], [-3.09, 2.54, 3.05], [3.25, 1.23, 2.18], [3.81, 0.93, -1.17], [-1.52, 5.52, 1.22], [-2.71, -6.25, -3.40], [3.60, 2.56, -0.07], [-2.09, 2.56, -2.76]], "total_energy_ha": -4202.1067, "lumo_ev": 2.04, "homo_energy_ev": -4.49, "orbital_gap_ev": 6.5, "charge": -1}